[1]
C17H33Br8Cl3O2 | ωB97M-V/def2-TZVPD

Each atom is followed by the atoms it is bonded to, with distances in Å.
Atoms and positions in Å:
1 C 17.188 -22.925 23.191  Cl2 1.752, Cl3 1.763, Cl4 1.754, H5 1.081
2 Cl 16.735 -23.761 24.662  C1 1.752
3 Cl 16.288 -23.528 21.801  C1 1.763
4 Cl 18.928 -22.965 22.968  C1 1.754
5 H 16.912 -21.882 23.263  C1 1.081
6 C 19.219 -20.388 25.385  C7 1.526, C10 1.542, H11 1.090, H12 1.092
7 C 20.179 -19.485 26.156  C6 1.526, C8 1.510, H13 1.088, H14 1.094
8 C 19.228 -18.620 26.947  C7 1.510, O9 1.417, H15 1.101, H16 1.089
9 O 18.145 -19.460 27.306  C8 1.417, C10 1.430
10 C 18.108 -20.593 26.434  C6 1.542, O9 1.430, H17 1.091, H18 1.089
11 H 19.684 -21.347 25.157  C6 1.090
12 H 18.828 -19.944 24.467  C6 1.092
13 H 20.894 -18.936 25.545  C7 1.088
14 H 20.735 -20.128 26.845  C7 1.094
15 H 18.855 -17.799 26.315  C8 1.101
16 H 19.683 -18.186 27.837  C8 1.089
17 H 17.124 -20.637 25.966  C10 1.091
18 H 18.303 -21.500 27.004  C10 1.089
19 C 17.154 -26.205 29.061  C20 1.532, C23 1.521, H24 1.096, H25 1.088
20 C 16.736 -24.799 29.508  C19 1.532, C21 1.530, H26 1.090, H27 1.087
21 C 17.493 -23.961 28.476  C20 1.530, O22 1.439, H28 1.088, H29 1.093
22 O 18.725 -24.667 28.241  C21 1.439, C23 1.434
23 C 18.623 -26.017 28.713  C19 1.521, O22 1.434, H30 1.092, H31 1.090
24 H 16.597 -26.414 28.140  C19 1.096
25 H 16.934 -26.997 29.773  C19 1.088
26 H 17.138 -24.566 30.494  C20 1.090
27 H 15.660 -24.656 29.448  C20 1.087
28 H 17.778 -22.987 28.867  C21 1.088
29 H 16.946 -23.902 27.531  C21 1.093
30 H 19.271 -26.103 29.588  C23 1.092
31 H 18.920 -26.710 27.927  C23 1.090
32 Br 14.662 -16.232 26.989  C33 1.965
33 C 14.654 -17.279 25.327  Br32 1.965, C34 1.491, H36 1.083, H37 1.083
34 C 15.762 -18.275 25.383  C33 1.491, Br35 1.949, H38 1.086, H39 1.084
35 Br 15.534 -19.484 23.871  C34 1.949
36 H 14.778 -16.513 24.572  C33 1.083
37 H 13.686 -17.760 25.254  C33 1.083
38 H 15.748 -18.837 26.312  C34 1.086
39 H 16.753 -17.852 25.267  C34 1.084
40 Br 19.883 -20.135 20.924  C41 1.938
41 C 21.508 -20.574 21.883  Br40 1.938, C42 1.498, H44 1.086, H45 1.089
42 C 21.935 -19.499 22.836  C41 1.498, Br43 1.936, H46 1.090, H47 1.085
43 Br 22.470 -17.870 21.937  C42 1.936
44 H 22.257 -20.747 21.116  C41 1.086
45 H 21.349 -21.503 22.429  C41 1.089
46 H 22.824 -19.848 23.360  C42 1.090
47 H 21.167 -19.239 23.557  C42 1.085
48 Br 13.809 -26.794 23.369  C49 1.950
49 C 15.529 -27.049 24.252  Br48 1.950, C50 1.500, H52 1.085, H53 1.085
50 C 15.985 -28.475 24.167  C49 1.500, Br51 1.936, H54 1.087, H55 1.085
51 Br 17.862 -28.573 24.633  C50 1.936
52 H 15.378 -26.653 25.251  C49 1.085
53 H 16.217 -26.391 23.732  C49 1.085
54 H 15.845 -28.842 23.153  C50 1.087
55 H 15.461 -29.148 24.838  C50 1.085
56 Br 12.651 -24.939 18.461  C57 1.927
57 C 11.866 -23.535 19.522  Br56 1.927, C58 1.499, H60 1.087, H61 1.087
58 C 12.831 -23.021 20.547  C57 1.499, Br59 1.932, H62 1.087, H63 1.090
59 Br 12.271 -21.304 21.234  C58 1.932
60 H 10.980 -23.949 19.997  C57 1.087
61 H 11.521 -22.743 18.861  C57 1.087
62 H 13.852 -22.932 20.187  C58 1.087
63 H 12.903 -23.683 21.409  C58 1.090

Calculated values
lowest unoccupied orbital energy: 0.396 eV
2S+1: 1
Kohn-Sham gap: 10.06 eV
energy: -22790.68176 a.u.
ΔE to the lowest compared entry with this formula, charge and spin: 0.00 kJ/mol
SMILES: ClC(Cl)Cl.C1CCOC1.C1CCOC1.BrCCBr.BrCCBr.BrCCBr.BrCCBr



[2]
C21H66O21 | ωB97M-V/def2-TZVPD

Each atom is followed by the atoms it is bonded to, with distances in Å.
Atoms and positions in Å:
1 C -2.650 0.630 -4.055  O2 1.402, H3 1.090, H4 1.090, H5 1.090
2 O -2.373 0.422 -5.414  C1 1.402, H6 0.960
3 H -3.549 0.109 -3.727  C1 1.090
4 H -1.841 0.214 -3.454  C1 1.090
5 H -2.738 1.705 -3.900  C1 1.090
6 H -2.378 -0.524 -5.579  O2 0.960
7 C 0.183 -3.710 3.449  O8 1.441, H9 1.090, H10 1.090, H11 1.090
8 O -0.674 -3.715 4.608  C7 1.441, H12 0.960
9 H 1.241 -3.589 3.682  C7 1.090
10 H 0.018 -4.658 2.937  C7 1.090
11 H -0.131 -2.969 2.714  C7 1.090
12 H -0.247 -4.154 5.348  O8 0.960
13 C 0.000 0.407 -0.316  O14 1.406, H15 1.090, H16 1.090, H17 1.090
14 O -0.095 -0.927 0.120  C13 1.406, H18 0.960
15 H -0.906 0.685 -0.854  C13 1.090
16 H 0.174 1.075 0.527  C13 1.090
17 H 0.843 0.517 -0.998  C13 1.090
18 H -0.854 -1.037 0.697  O14 0.960
19 C 2.762 -0.932 2.024  C20 1.555, O22 1.435, H23 1.090, H24 1.090
20 C 3.011 -1.588 0.636  C19 1.555, O21 1.437, H25 1.090, H26 1.090
21 O 4.411 -1.614 0.317  C20 1.437, H27 0.960
22 O 3.266 0.410 1.995  C19 1.435, H28 0.960
23 H 3.316 -1.513 2.761  C19 1.090
24 H 1.717 -1.042 2.315  C19 1.090
25 H 2.470 -1.065 -0.153  C20 1.090
26 H 2.649 -2.608 0.768  C20 1.090
27 H 4.508 -1.052 -0.455  O21 0.960
28 H 4.221 0.308 2.001  O22 0.960
29 C -2.307 3.891 0.580  C30 1.553, O32 1.405, H33 1.090, H34 1.090
30 C -2.705 3.608 -0.895  C29 1.553, O31 1.390, H35 1.090, H36 1.090
31 O -2.023 4.362 -1.843  C30 1.390, H37 0.960
32 O -0.955 3.543 0.738  C29 1.405, H38 0.960
33 H -2.897 3.264 1.247  C29 1.090
34 H -2.526 4.944 0.759  C29 1.090
35 H -3.782 3.670 -1.054  C30 1.090
36 H -2.410 2.583 -1.116  C30 1.090
37 H -1.126 4.023 -1.893  O31 0.960
38 H -0.490 4.379 0.657  O32 0.960
39 C -3.621 -1.803 0.719  C40 1.507, O42 1.395, H43 1.090, H44 1.090
40 C -3.693 -0.396 0.184  C39 1.507, O41 1.424, H45 1.090, H46 1.090
41 O -3.652 0.621 1.180  C40 1.424, H47 0.960
42 O -2.468 -2.035 1.470  C39 1.395, H48 0.960
43 H -3.631 -2.644 0.026  C39 1.090
44 H -4.503 -1.802 1.361  C39 1.090
45 H -4.611 -0.303 -0.396  C40 1.090
46 H -2.828 -0.233 -0.460  C40 1.090
47 H -2.850 0.556 1.704  O41 0.960
48 H -2.717 -1.856 2.379  O42 0.960
49 C -2.396 0.667 4.148  C50 1.562, O52 1.387, H53 1.090, H54 1.090
50 C -2.011 -0.690 4.819  C49 1.562, O51 1.464, H55 1.090, H56 1.090
51 O -2.640 -1.827 4.144  C50 1.464, H57 0.960
52 O -1.642 0.888 3.005  C49 1.387, H58 0.960
53 H -2.225 1.473 4.860  C49 1.090
54 H -3.446 0.698 3.859  C49 1.090
55 H -2.419 -0.666 5.829  C50 1.090
56 H -0.929 -0.757 4.938  C50 1.090
57 H -2.106 -2.566 4.444  O51 0.960
58 H -0.730 0.936 3.299  O52 0.960
59 C 0.411 -2.225 -3.093  C60 1.549, O62 1.441, H63 1.090, H64 1.090
60 C 1.587 -2.375 -4.090  C59 1.549, O61 1.449, H65 1.090, H66 1.090
61 O 2.561 -1.333 -3.832  C60 1.449, H67 0.960
62 O 0.881 -2.670 -1.806  C59 1.441, H68 0.960
63 H -0.502 -2.723 -3.420  C59 1.090
64 H 0.081 -1.201 -2.919  C59 1.090
65 H 1.245 -2.097 -5.087  C60 1.090
66 H 2.008 -3.372 -4.221  C60 1.090
67 H 3.407 -1.743 -4.030  O61 0.960
68 H 0.625 -2.037 -1.131  O62 0.960
69 C 0.687 4.045 3.779  C70 1.556, O72 1.440, H73 1.090, H74 1.090
70 C 1.549 3.022 2.983  C69 1.556, O71 1.432, H75 1.090, H76 1.090
71 O 1.220 1.687 3.385  C70 1.432, H77 0.960
72 O -0.712 3.846 3.502  C69 1.440, H78 0.960
73 H 1.053 5.039 3.524  C69 1.090
74 H 0.890 3.861 4.834  C69 1.090
75 H 2.597 3.210 3.215  C70 1.090
76 H 1.500 3.156 1.902  C70 1.090
77 H 1.794 1.262 2.744  O71 0.960
78 H -0.849 3.420 2.653  O72 0.960
79 C 4.281 2.003 -0.533  C80 1.529, O82 1.432, H83 1.090, H84 1.090
80 C 4.552 3.202 -1.442  C79 1.529, O81 1.442, H85 1.090, H86 1.090
81 O 3.432 3.403 -2.327  C80 1.442, H87 0.960
82 O 4.586 0.781 -1.214  C79 1.432, H88 0.960
83 H 3.221 1.895 -0.302  C79 1.090
84 H 4.840 2.099 0.398  C79 1.090
85 H 5.525 3.089 -1.922  C80 1.090
86 H 4.774 4.046 -0.788  C80 1.090
87 H 3.218 2.570 -2.754  O81 0.960
88 H 5.545 0.728 -1.210  O82 0.960
89 C -1.803 -4.435 -0.625  C90 1.529, O92 1.429, H93 1.090, H94 1.090
90 C -0.632 -5.378 -0.346  C89 1.529, O91 1.424, H95 1.090, H96 1.090
91 O -0.913 -6.664 0.195  C90 1.424, H97 0.960
92 O -2.633 -5.091 -1.587  C89 1.429, H98 0.960
93 H -1.619 -3.393 -0.887  C89 1.090
94 H -2.342 -4.503 0.319  C89 1.090
95 H -0.003 -4.847 0.369  C90 1.090
96 H -0.089 -5.452 -1.289  C90 1.090
97 H -1.237 -7.207 -0.527  O91 0.960
98 H -3.256 -5.582 -1.047  O92 0.960
99 C 0.392 2.924 -4.060  C100 1.496, O102 1.448, H103 1.090, H104 1.090
100 C 0.737 1.470 -3.978  C99 1.496, O101 1.443, H105 1.090, H106 1.090
101 O 2.173 1.353 -3.894  C100 1.443, H107 0.960
102 O 0.417 3.490 -2.727  C99 1.448, H108 0.960
103 H -0.646 2.924 -4.393  C99 1.090
104 H 0.990 3.495 -4.770  C99 1.090
105 H 0.383 1.010 -4.900  C100 1.090
106 H 0.348 0.959 -3.098  C100 1.090
107 H 2.381 0.423 -3.782  O101 0.960
108 H 1.332 3.603 -2.462  O102 0.960

Calculated values
lowest unoccupied orbital energy: 0.277 eV
2S+1: 1
Kohn-Sham gap: 9.64 eV
energy: -2419.56139 a.u.
ΔE to the lowest compared entry with this formula, charge and spin: 86.08 kJ/mol
SMILES: OCCO.OCCO.OCCO.OCCO.OCCO.OCCO.OCCO.OCCO.OCCO.CO.CO.CO